The following is a DFT calculation (ωB97M-V/def2-TZVPD) of a structure of composition C44H66AsF6O33 in a non-equilibrium geometry.

Geometry (Å):
As (0.2790, -0.6744, 0.2162)
F (1.4920, -1.7129, 0.9094)
F (1.1377, 0.7572, 0.7033)
F (-0.9835, 0.2620, -0.5054)
F (-0.6043, -2.0978, -0.2135)
F (-0.4898, -0.6305, 1.7830)
F (1.1562, -0.6230, -1.2765)
C (-0.1992, 3.4066, 2.0304)
C (-1.1328, 2.5512, 2.8460)
C (-0.4540, 1.7914, 4.0183)
O (-1.2679, 2.0830, 5.1416)
C (-2.2331, 2.9751, 4.8103)
O (-2.9978, 3.4491, 5.5813)
O (-2.1985, 3.2426, 3.4840)
H (0.5156, 2.8213, 1.4621)
H (0.3802, 4.0357, 2.7194)
H (-0.7683, 4.0930, 1.4061)
H (-1.5502, 1.7401, 2.2408)
H (0.5571, 2.1751, 4.1634)
H (-0.4556, 0.7207, 3.8319)
C (-3.5559, -0.3482, 2.2972)
C (-4.9315, 0.2697, 2.1507)
C (-5.9332, -0.0387, 3.2910)
O (-6.3457, 1.2439, 3.7362)
C (-5.6435, 2.2181, 3.1198)
O (-5.7302, 3.3761, 3.3526)
O (-4.8128, 1.6838, 2.1773)
H (-3.5186, -1.4274, 2.1710)
H (-3.0548, -0.0615, 3.2287)
H (-2.9006, 0.1086, 1.5492)
H (-5.3650, -0.1638, 1.2447)
H (-5.4260, -0.5635, 4.1015)
H (-6.7564, -0.6239, 2.8917)
C (2.7585, 0.4966, 4.7479)
C (2.6932, -0.6774, 3.8083)
C (3.8969, -0.9209, 2.9058)
O (4.3526, -2.2173, 3.2785)
C (3.6304, -2.7102, 4.3102)
O (3.8446, -3.7474, 4.8457)
O (2.6408, -1.8515, 4.6439)
H (3.6220, 0.4029, 5.4100)
H (1.8781, 0.5664, 5.3862)
H (2.8231, 1.4543, 4.2230)
H (1.7912, -0.6779, 3.1940)
H (4.7098, -0.2133, 3.0981)
H (3.6355, -0.8856, 1.8514)
C (0.0542, -3.6683, 3.5018)
C (-0.5436, -4.1753, 2.2265)
C (0.4771, -4.6829, 1.2072)
O (-0.0803, -5.8844, 0.6897)
C (-1.0141, -6.3320, 1.5562)
O (-1.5343, -7.4031, 1.5059)
O (-1.2993, -5.3907, 2.4722)
H (0.7747, -4.3734, 3.9244)
H (-0.6853, -3.4799, 4.2833)
H (0.5724, -2.7191, 3.3715)
H (-1.2492, -3.4477, 1.8242)
H (1.4322, -4.9082, 1.6957)
H (0.7176, -3.9646, 0.4323)
C (-3.0853, 3.8826, -0.3015)
C (-2.8343, 2.7112, -1.2321)
C (-3.8920, 1.6025, -1.0421)
O (-4.4083, 1.3911, -2.3470)
C (-4.0092, 2.3645, -3.1866)
O (-4.3916, 2.5143, -4.3003)
O (-3.0920, 3.1597, -2.5754)
H (-4.1250, 4.2087, -0.3411)
H (-2.4524, 4.7161, -0.6202)
H (-2.8547, 3.6822, 0.7445)
H (-1.8034, 2.3764, -1.1347)
H (-4.6677, 1.9602, -0.3685)
H (-3.4378, 0.6668, -0.7217)
C (1.4446, 2.4762, -1.8799)
C (1.5768, 3.5602, -2.9259)
C (0.2684, 4.0042, -3.6050)
O (0.3414, 5.4255, -3.5860)
C (1.3494, 5.8401, -2.7946)
O (1.5951, 6.9705, -2.5421)
O (2.0435, 4.7750, -2.3262)
H (0.8261, 2.8477, -1.0621)
H (2.4368, 2.2539, -1.4908)
H (1.0251, 1.5773, -2.3269)
H (2.3175, 3.2550, -3.6710)
H (-0.6337, 3.6861, -3.0808)
H (0.2342, 3.6659, -4.6390)
C (-3.5854, -4.5509, -0.0033)
C (-3.6428, -3.0637, -0.2123)
C (-3.4716, -2.5727, -1.6545)
O (-4.6092, -1.7562, -1.9021)
C (-5.4649, -1.8118, -0.8662)
O (-6.5338, -1.2915, -0.8218)
O (-4.9511, -2.5523, 0.1436)
H (-4.3120, -5.0752, -0.6252)
H (-3.7585, -4.8320, 1.0356)
H (-2.5838, -4.9100, -0.2562)
H (-2.9432, -2.5586, 0.4551)
H (-3.4008, -3.3986, -2.3606)
H (-2.5635, -1.9740, -1.7182)
C (4.3129, -0.1825, -1.1096)
C (5.3834, -1.2414, -0.9198)
C (6.2069, -1.1742, 0.3808)
O (5.9939, -2.4405, 0.9801)
C (5.2047, -3.2198, 0.2238)
O (4.9466, -4.3556, 0.4351)
O (4.7570, -2.5252, -0.8573)
H (3.5281, -0.2751, -0.3513)
H (3.9101, -0.3622, -2.1020)
H (4.6929, 0.8254, -0.9365)
H (6.0415, -1.2411, -1.7924)
H (5.7985, -0.4010, 1.0359)
H (7.2639, -0.9597, 0.2405)
C (3.9098, 2.7775, 0.9928)
C (3.8602, 3.9264, 1.9694)
C (5.1741, 4.6902, 2.1447)
O (4.7995, 6.0605, 2.0470)
C (3.5718, 6.1638, 1.4956)
O (3.0549, 7.1806, 1.1799)
O (3.0217, 4.9357, 1.3554)
H (4.6544, 2.0144, 1.2275)
H (4.0658, 3.0971, -0.0397)
H (2.9217, 2.3141, 0.9337)
H (3.3762, 3.6481, 2.9050)
H (5.9359, 4.4762, 1.3941)
H (5.6185, 4.5260, 3.1266)
C (2.4120, -1.6424, -4.2779)
C (1.9723, -3.0713, -4.1084)
C (2.0580, -3.6465, -2.6863)
O (0.8539, -4.3791, -2.5487)
C (-0.0305, -3.9818, -3.4816)
O (-1.2020, -4.1873, -3.4429)
O (0.5685, -3.1774, -4.3902)
H (2.0661, -1.0117, -3.4564)
H (2.0441, -1.1790, -5.1934)
H (3.5027, -1.5816, -4.3127)
H (2.4993, -3.7048, -4.8275)
H (2.1605, -2.8198, -1.9800)
H (2.9404, -4.2748, -2.5861)
C (-0.9046, -0.1391, -4.2608)
C (-1.6659, -0.9425, -5.2695)
C (-3.0618, -1.3795, -4.8169)
O (-3.9027, -1.0743, -5.9100)
C (-3.1932, -0.4885, -6.8998)
O (-3.6344, -0.1994, -7.9638)
O (-1.9133, -0.2611, -6.5189)
H (-1.3861, 0.8288, -4.1040)
H (0.1495, -0.0042, -4.4927)
H (-0.9076, -0.6883, -3.3133)
H (-1.1309, -1.8378, -5.5911)
H (-3.3472, -0.8387, -3.9104)
H (-3.0103, -2.4306, -4.5312)

Properties
Kohn-Sham gap: 10.31 eV
Total charge: -1
M: 1311.9 u
Energy above the lowest of the compared OMol25 structures with the same formula, charge and spin: 0.0 kcal/mol
LUMO energy: 1.172 eV
Multiplicity: 1

Here are the Löwdin charges for atoms 1 to 99, given in e: As 0.748; F -0.225; F -0.245; F -0.224; F -0.216; F -0.237; F -0.237; C -0.003; C -0.318; C -0.094; O 0.068; C -0.554; O 0.175; O 0.090; H 0.057; H 0.094; H 0.078; H 0.117; H 0.110; H 0.114; C -0.017; C -0.307; C -0.069; O 0.076; C -0.545; O 0.177; O 0.065; H 0.080; H 0.094; H 0.056; H 0.125; H 0.133; H 0.134; C -0.018; C -0.299; C -0.095; O 0.067; C -0.555; O 0.169; O 0.070; H 0.098; H 0.086; H 0.071; H 0.118; H 0.131; H 0.102; C -0.012; C -0.296; C -0.092; O 0.072; C -0.594; O 0.150; O 0.073; H 0.098; H 0.095; H 0.062; H 0.124; H 0.142; H 0.097; C -0.009; C -0.293; C -0.078; O 0.068; C -0.563; O 0.169; O 0.059; H 0.100; H 0.091; H 0.070; H 0.120; H 0.127; H 0.111; C -0.018; C -0.302; C -0.072; O 0.073; C -0.566; O 0.172; O 0.076; H 0.085; H 0.062; H 0.071; H 0.150; H 0.117; H 0.136; C 0.002; C -0.298; C -0.092; O 0.063; C -0.576; O 0.158; O 0.066; H 0.101; H 0.094; H 0.093; H 0.108; H 0.121; H 0.110; C -0.015